Computed, not measured: a molecular structure, C17H33EuNO8 in a non-equilibrium geometry, with ωB97M-V/def2-TZVPD.

Last column: Löwdin charge in e.
Geometry (Å):
Eu 0.2657 -0.6683 0.6045  1.810
C 3.3355 0.5430 2.1121  -0.164
C 3.7052 -0.5853 1.1506  -0.124
O 2.7620 -0.5593 0.0648  -0.278
C 3.2992 -0.1420 -1.2175  -0.159
C 2.2189 0.5851 -1.8806  -0.143
O 1.0172 -0.2465 -1.8699  -0.262
C 1.1157 -1.5143 -2.5464  -0.142
C -0.2844 -2.1111 -2.5017  -0.149
O -0.5680 -2.4558 -1.1406  -0.242
C -1.9082 -2.9369 -0.8689  -0.152
C -2.0963 -3.4397 0.5302  -0.112
O -1.6269 -2.3414 1.3650  -0.253
C -1.8117 -2.6573 2.7233  -0.182
C -1.5149 -1.4184 3.5682  -0.147
O -0.2950 -0.8546 3.0830  -0.258
C 0.3560 -0.0941 4.1782  -0.105
C 1.8210 0.0170 3.8381  -0.200
O 1.9998 0.4427 2.5339  -0.180
H 3.4566 1.5258 1.6466  0.142
H 4.0376 0.5513 2.9327  0.137
H 3.5796 -1.5112 1.6746  0.125
H 4.7092 -0.5099 0.6957  0.147
H 3.5870 -1.0410 -1.7559  0.134
H 4.1450 0.5817 -1.0737  0.163
H 2.4163 0.7898 -2.8912  0.127
H 1.9489 1.4507 -1.2743  0.131
H 1.8088 -2.1853 -1.9829  0.140
H 1.5167 -1.3461 -3.5261  0.137
H -0.3104 -2.9621 -3.1542  0.134
H -1.0051 -1.3676 -2.8379  0.132
H -2.1296 -3.6757 -1.6556  0.151
H -2.5132 -2.0616 -0.9658  0.107
H -1.4448 -4.2786 0.7751  0.139
H -3.1998 -3.5868 0.8050  0.174
H -1.1187 -3.4750 3.0264  0.152
H -2.7744 -2.9782 2.9271  0.111
H -1.4523 -1.6712 4.6165  0.136
H -2.3483 -0.7854 3.3705  0.129
H 0.3207 -0.6657 5.0973  0.133
H -0.1484 0.8349 4.3272  0.133
H 2.2340 -0.9582 3.9860  0.131
H 2.2583 0.6723 4.6183  0.158
O -1.7033 0.1414 -0.5486  -0.095
C -1.3951 1.3569 -0.4224  -0.637
O -0.3572 1.8273 0.1308  -0.088
C -2.1608 2.4462 -1.1705  -0.134
N -1.4737 3.8226 -1.1606  0.130
C -1.2397 4.2310 -2.6271  -0.075
C -2.1639 3.3032 -3.3900  -0.145
C -2.0309 1.9920 -2.6346  -0.131
H -3.2364 2.5359 -0.9394  0.178
H -0.7434 3.8642 -0.4610  0.163
H -2.1797 4.4814 -0.8571  0.172
H -0.1983 4.1017 -2.8731  0.129
H -1.4747 5.2997 -2.7260  0.140
H -1.8833 3.1852 -4.4394  0.135
H -3.2134 3.6892 -3.2831  0.145
H -1.0883 1.5331 -2.8667  0.117
H -2.8224 1.2791 -2.8392  0.138

Largest force on an atom, Eh/bohr: 0.0610
Expectation value of S²: 15.76
Spin multiplicity: 8
Charge: +2
E_HOMO (alpha / beta), eV: -12.33 / -15.63
Frontier orbital gap (alpha / beta), eV: 7.7 / 11.0
ΔE to the lowest compared entry with this formula, charge and spin, eV: 0.0573



Computed, not measured: 2 unconnected molecules or ions with the total composition C17H33FN2O10PS in a non-equilibrium geometry, with ωB97M-V/def2-TZVPD.

Last column: Löwdin charge in e.
Geometry (Å):
C 4.4063 -3.2459 1.5955  -0.132
C 4.9549 -2.1731 0.4844  -0.181
C 4.0010 -2.0611 -0.8730  -0.120
F 3.3633 -3.3815 -1.2341  -0.090
C 2.8638 -0.8505 -0.7544  -0.239
C 3.3442 0.2631 -1.9063  -0.097
O 4.2808 1.2739 -1.3513  -0.091
C 5.6138 1.1734 -1.9653  -0.260
C 6.8084 0.1558 -1.4419  -0.017
O 5.8910 2.0098 -3.0039  -0.013
O 2.9065 0.0130 0.4664  -0.220
S 1.5314 1.0621 0.4970  0.908
O 1.7089 2.4937 -0.1353  -0.289
O 0.9259 1.4164 1.8762  -0.297
O 0.6092 0.0779 -0.5901  -0.273
C 1.2753 -1.2422 -0.8470  -0.398
N 0.8930 -1.4620 -2.3233  0.104
P 0.4635 -2.3351 0.4910  0.808
O 1.2852 -3.6212 0.9019  -0.353
O -1.0441 -2.9415 -0.2272  -0.219
O -0.0105 -1.4984 1.9440  -0.184
H 5.3696 -3.6927 2.1407  0.087
H 3.7636 -2.7479 2.4689  0.090
H 3.8386 -4.1741 1.1529  0.078
H 6.0003 -2.5996 0.0971  0.123
H 5.1941 -1.1366 0.9745  0.113
H 4.7677 -1.8526 -1.7643  0.140
H 2.4071 0.8901 -2.2985  0.162
H 3.7705 -0.2712 -2.8849  0.161
H 6.7460 -0.8815 -1.9966  0.092
H 6.6913 0.0550 -0.2643  0.090
H 7.8786 0.6313 -1.6663  0.114
H 0.2086 -2.2570 -2.4126  0.095
H 1.7401 -1.8076 -2.8674  0.110
H -0.9182 -3.9464 -0.3624  0.109
H 0.8499 -1.1469 2.3614  0.096
C -5.5649 0.1706 1.2613  -0.046
C -5.2214 1.2810 0.2267  -0.472
C -4.5372 0.6360 -1.0085  -0.134
C -3.1061 0.1849 -0.7305  -0.185
C -2.2711 1.3201 -0.1453  -0.129
C -2.9270 2.0135 1.0791  -0.463
N -4.3722 2.3463 0.8625  -0.025
O -4.4219 3.4801 0.0281  -0.030
C -2.7894 1.1150 2.3346  -0.036
C -2.0643 3.2693 1.4422  -0.034
C -6.6263 1.8240 -0.1946  -0.050
H -6.4904 -0.3540 0.9934  0.082
H -4.8064 -0.6134 1.3204  0.061
H -5.7163 0.5869 2.2616  0.090
H -4.5247 1.3466 -1.8449  0.123
H -5.1220 -0.2280 -1.3544  0.124
H -3.0937 -0.6755 -0.0539  0.096
H -2.6459 -0.1586 -1.6630  0.113
H -1.2821 0.9327 0.1250  0.079
H -2.0988 2.0597 -0.9409  0.132
H -3.3346 1.5422 3.1868  0.093
H -1.7407 1.0205 2.6423  0.073
H -3.1359 0.0933 2.1869  0.058
H -1.9503 3.9601 0.5989  0.079
H -1.0488 2.9782 1.7366  0.064
H -2.5037 3.8222 2.2817  0.089
H -7.1546 2.2527 0.6663  0.088
H -7.2542 1.0179 -0.5998  0.082
H -6.5749 2.5868 -0.9798  0.074

Largest force on an atom, Eh/bohr: 0.1794
Expectation value of S²: 0.75
Spin multiplicity: 2
E_HOMO (alpha / beta), eV: -8.81 / -9.37
Frontier orbital gap (alpha / beta), eV: 8.0 / 8.5
ΔE to the lowest compared entry with this formula, charge and spin, eV: 7.8431



Computed, not measured: a gas-phase ion, C17H33FN3O2 (charge +1) in a non-equilibrium geometry, with ωB97M-V/def2-TZVPD.

Last column: Löwdin charge in e.
Geometry (Å):
C 0.2355 -1.0333 2.6072  -0.066
C -0.4853 -0.3783 1.4359  -0.143
C -2.0487 -0.4635 1.3796  -0.411
C -2.5500 0.8269 0.7395  -0.116
C -2.0186 1.0497 -0.6908  -0.179
C -0.9461 2.1306 -0.8038  -0.202
C -0.6760 2.5364 -2.2421  -0.191
C 0.0571 1.4655 -3.0564  -0.198
C 1.5767 1.4955 -2.9016  -0.193
C 2.0896 0.4672 -1.8862  -0.203
C 3.4693 0.7515 -1.3114  -0.159
C 3.6399 2.1405 -0.7055  -0.201
O 3.9343 2.0276 0.6950  -0.187
C 2.9681 2.6528 1.5007  -0.116
C -2.6651 -0.8183 2.7204  -0.045
N -2.6048 -2.3334 2.7038  0.143
C -2.2938 -2.6773 1.4402  -0.349
N -1.7945 -3.8332 1.0951  0.149
C -1.4100 -4.2104 -0.2424  -0.038
C 0.0974 -4.2655 -0.3285  -0.386
O 0.8794 -3.8866 0.5429  0.148
F 0.4856 -4.7687 -1.5062  0.142
N -2.5698 -1.6297 0.6386  0.191
H -0.0353 -0.6162 3.5657  0.079
H 0.0823 -2.1062 2.6067  0.056
H 1.3017 -0.9045 2.4968  0.087
H -0.0828 -0.7751 0.5099  0.110
H -0.2578 0.6734 1.4701  0.101
H -2.3400 1.6739 1.3738  0.127
H -3.6307 0.7655 0.6677  0.120
H -2.8638 1.2878 -1.3236  0.119
H -1.5760 0.1432 -1.0939  0.089
H -0.0304 1.6800 -0.4453  0.073
H -1.1882 2.9717 -0.1670  0.119
H -1.5761 2.8400 -2.7627  0.111
H -0.0314 3.4074 -2.2121  0.109
H -0.3094 0.4631 -2.8571  0.100
H -0.1646 1.6683 -4.0962  0.107
H 1.9942 1.2192 -3.8623  0.113
H 1.9190 2.4997 -2.6996  0.099
H 2.1564 -0.4773 -2.4138  0.111
H 1.3660 0.3534 -1.0853  0.077
H 4.2432 0.5345 -2.0325  0.112
H 3.6293 0.0625 -0.4906  0.112
H 2.7529 2.7493 -0.8114  0.098
H 4.4983 2.6216 -1.1538  0.124
H 2.8827 3.7179 1.2980  0.090
H 3.2454 2.5425 2.5375  0.086
H 1.9957 2.1822 1.3483  0.068
H -3.7217 -0.5748 2.7366  0.133
H -2.2318 -0.3655 3.5935  0.131
H -1.9306 -2.6257 3.4006  0.147
H -1.6269 -4.5162 1.8131  0.182
H -1.8304 -5.1727 -0.4958  0.149
H -1.7502 -3.5144 -0.9944  0.136
H -2.3986 -1.6920 -0.3513  0.140

Largest force on an atom, Eh/bohr: 0.0819
Charge: +1
E_HOMO, eV: -11.58
Frontier orbital gap, eV: 8.8
SMILES: CC[C@]1(CCCCCCCCCOC)CNC(NCC(=O)F)=[NH+]1